Here is a cluster of 11 separate species, C46H66N11O2 in total at a distorted geometry from OMol25. Energies are from the ωB97M-V functional and the def2-TZVPD basis.

Cartesian coordinates (Å):
C1 1.08075 -4.04551 -0.13673
O1 0.06275 -3.09451 -0.56373
C2 0.38775 -1.78051 -0.19473
C3 -0.56125 -0.82651 -0.91073
N1 -0.13225 0.60449 -0.81373
H1 0.76175 1.08749 -1.33873
H2 -1.02725 1.04049 -1.38673
C4 -0.17725 1.09049 0.57627
C5 0.13575 2.69249 0.80527
O2 0.21775 2.76549 2.12227
C6 0.81975 3.99549 2.39127
H3 1.04375 -3.78251 1.02627
H4 2.05575 -3.95251 -0.57773
H5 0.90175 -5.22151 -0.26473
H6 1.25875 -1.53551 -0.40373
H7 0.34675 -1.53551 0.78227
H8 -1.60825 -1.11051 -0.46273
H9 -0.73125 -0.95051 -2.04473
H10 0.76475 0.61349 1.03127
H11 -0.82525 0.69749 1.32627
H12 -0.77925 3.33449 0.39127
H13 0.97575 2.99949 0.20627
H14 0.72975 4.29649 3.50627
H15 0.19975 4.79549 1.96527
H16 1.89175 3.99549 2.05527
N2 2.65275 0.15749 5.79327
C7 2.22375 1.07049 4.89127
C8 0.89475 0.96849 4.73827
C9 0.51975 -0.23351 5.48527
C10 1.57675 -0.71951 6.15027
H17 3.70675 0.00949 5.90127
H18 2.86675 1.86549 4.46427
H19 0.26475 1.53749 4.06527
H20 -0.32225 -0.67651 5.26827
H21 1.90575 -1.58451 6.75227
N3 2.78275 -0.47951 2.55027
C11 3.28475 0.19949 1.49227
C12 3.76575 -0.58051 0.51027
C13 3.62275 -2.00351 1.10527
C14 2.99475 -1.86651 2.26227
H22 2.41675 -0.12851 3.55227
H23 3.34375 1.25849 1.65827
H24 4.04775 -0.17351 -0.42573
H25 3.78875 -3.03551 0.69127
H26 2.76275 -2.58651 3.27227
N4 -2.59825 7.20849 5.33827
C15 -3.24325 6.18049 6.05327
C16 -3.30125 5.02049 5.38727
C17 -2.70225 5.42549 4.04327
C18 -2.26225 6.74449 4.06627
H27 -2.51825 8.08649 5.77427
H28 -3.41925 6.25449 7.06827
H29 -3.57625 3.93949 5.51227
H30 -2.26525 4.55149 3.55627
H31 -1.87325 7.52249 3.39627
N5 1.77575 -1.79951 -4.65873
C19 0.70875 -2.16951 -4.05173
C20 -0.44525 -1.62151 -4.52873
C21 0.07475 -0.96351 -5.90473
C22 1.38975 -1.34051 -5.86973
H32 2.70175 -2.21651 -4.75473
H33 0.89275 -2.80951 -3.08873
H34 -1.42125 -1.86051 -3.96473
H35 -0.53625 -0.37551 -6.57573
H36 2.05075 -0.98951 -6.59073
N6 -3.51325 0.39749 -1.90073
C23 -3.82925 1.28249 -0.88073
C24 -2.91525 2.26349 -1.02473
C25 -2.23825 2.14549 -2.32773
C26 -2.71825 1.00649 -2.89773
H37 -3.80425 -0.53651 -1.72273
H38 -4.42725 0.91449 -0.18373
H39 -2.91325 3.19149 -0.23973
H40 -1.68425 2.75649 -2.92073
H41 -2.67525 0.40549 -3.75173
N7 -5.26725 -2.25351 -1.84073
C27 -4.22825 -2.62151 -1.00873
C28 -3.29725 -3.35151 -1.82073
C29 -3.88125 -3.38851 -3.22473
C30 -5.09825 -2.75751 -3.09773
H42 -6.06625 -1.75751 -1.54573
H43 -4.16325 -2.25551 -0.04073
H44 -2.27325 -3.58251 -1.46173
H45 -3.37925 -3.75951 -4.18473
H46 -5.91825 -2.47451 -4.10673
N8 -1.51125 -5.22851 2.83427
C31 -1.57725 -3.94251 2.39027
C32 -0.72825 -3.23351 3.16627
C33 -0.04825 -4.18151 4.10627
C34 -0.65925 -5.44651 3.85727
H47 -2.22925 -5.87051 2.31627
H48 -2.12325 -3.34851 1.47827
H49 -0.49425 -2.21251 2.90527
H50 0.57175 -4.07751 4.97727
H51 -0.27925 -6.42351 4.23327
N9 1.52975 7.73849 -0.22573
C35 2.10875 6.95949 0.68427
C36 2.97475 6.12049 0.02827
C37 2.79175 6.57649 -1.45873
C38 1.87475 7.46949 -1.53573
H52 1.03675 8.47049 0.17327
H53 2.04375 7.14149 1.69427
H54 3.61575 5.28649 0.44627
H55 3.23775 6.13349 -2.39173
H56 1.40075 7.99249 -2.29073
N10 1.59875 1.12649 -3.56273
C39 0.99275 2.45049 -3.73073
C40 1.48075 3.26149 -2.84773
C41 2.61075 2.50549 -2.08473
C42 2.57175 1.25249 -2.59673
H57 1.37575 0.17749 -3.72873
H58 0.12175 2.68249 -4.39773
H59 1.52975 4.37749 -3.02873
H60 3.48675 2.84049 -1.40973
H61 3.13275 0.28349 -2.52973
N11 0.53275 -8.24851 -4.60073
C43 1.62375 -8.13951 -3.70473
C44 1.16775 -7.54551 -2.59873
C45 -0.09025 -6.79151 -3.09573
C46 -0.48425 -7.35951 -4.26973
H62 0.57575 -8.80851 -5.35173
H63 2.54275 -8.86151 -3.77873
H64 1.61575 -7.48051 -1.62473
H65 -0.59425 -6.09051 -2.86973
H66 -1.36125 -7.14051 -4.86673

Forces on atoms 1 to 6 (eV/Å):
C -1.4072 -1.0883 3.5666
O 0.2673 -1.2742 -0.8834
C -6.8434 -1.6607 -2.0932
C -1.2443 -1.6604 -1.7098
N -3.1573 2.4805 -1.3030
H -1.9285 -2.1691 1.3384

Total charge: +1
LUMO level (eV): -1.4
Kohn-Sham gap (eV): 8.67
Highest occupied orbital energy (eV): -10.111
Total energy (Ha): -2544.27953

Here is a cluster of 11 separate species, C41H105N5O34P6 in total at a distorted geometry from OMol25. Energies are from the ωB97M-V functional and the def2-TZVPD basis.

Cartesian coordinates (Å):
C1 3.31686 0.29399 3.52493
C2 2.34544 0.01953 4.65814
O1 2.93252 0.42655 5.90350
P1 2.64829 -0.35796 7.22705
O2 2.88471 -1.79980 7.17522
O3 1.14726 0.00936 7.61605
C3 0.41648 -0.97567 8.39864
C4 -1.05284 -0.62716 8.49512
O4 3.55057 0.35600 8.30572
C5 3.85196 1.76636 8.27788
C6 2.82905 2.53360 9.10415
H1 2.95596 -0.32382 2.70089
H2 3.30542 1.33121 3.19546
H3 4.32455 0.04152 3.84540
H4 1.36470 0.47968 4.51214
H5 2.12320 -1.04951 4.71928
H6 0.55995 -1.92708 7.88691
H7 0.88871 -0.95887 9.38433
H8 -1.20125 0.37717 8.89421
H9 -1.54990 -0.65893 7.51774
H10 -1.48048 -1.37138 9.16750
H11 4.81701 1.85771 8.77772
H12 3.91239 2.13438 7.25535
H13 1.83253 2.34656 8.70078
H14 2.77263 2.14811 10.12601
H15 3.13211 3.57601 9.19812
C7 2.54742 1.23205 -0.82561
C8 3.69133 1.85089 -0.05245
O5 4.72846 2.26656 -0.96803
P2 4.88914 3.77776 -1.41115
O6 4.22340 4.79993 -0.61516
O7 6.45955 3.96653 -1.54005
C9 7.28280 3.72569 -0.38353
C10 8.12203 2.46519 -0.61800
O8 4.43900 3.80971 -2.92267
C11 5.04027 2.96955 -3.92724
C12 5.19511 3.78519 -5.18662
H16 1.83531 0.76994 -0.14263
H17 2.11132 1.95387 -1.51683
H18 2.93682 0.39089 -1.40227
H19 3.35272 2.62368 0.63924
H20 4.18154 1.08277 0.55237
H21 7.94083 4.57722 -0.23615
H22 6.66176 3.55029 0.49760
H23 7.62859 1.69935 -1.21065
H24 9.02336 2.73823 -1.17415
H25 8.44959 2.08820 0.35249
H26 5.98359 2.52757 -3.60449
H27 4.36804 2.12568 -4.10507
H28 5.71383 4.73101 -5.03294
H29 5.85191 3.24034 -5.87486
H30 4.25335 3.96179 -5.70240
C13 -5.14590 -1.73266 1.98601
C14 -4.38293 -0.63827 2.69834
O9 -3.13888 -1.19618 3.21469
P3 -2.61028 -0.86858 4.66728
O10 -1.35148 -1.51355 5.02476
O11 -2.55985 0.71568 4.64354
C15 -3.22930 1.57031 5.58622
C16 -2.30353 2.66637 6.08501
O12 -3.82162 -1.20636 5.62613
C17 -4.24448 -2.58484 5.82530
C18 -4.06988 -2.91258 7.28361
H31 -5.79160 -2.27338 2.67626
H32 -5.73709 -1.29955 1.17505
H33 -4.50511 -2.45448 1.47721
H34 -4.07077 0.16155 2.02745
H35 -4.96842 -0.23294 3.52475
H36 -4.08839 2.02917 5.09005
H37 -3.60815 1.00532 6.43679
H38 -1.29903 2.28081 6.28140
H39 -2.27335 3.53215 5.42925
H40 -2.61953 2.97143 7.08659
H41 -5.29144 -2.60745 5.52760
H42 -3.64022 -3.22614 5.18315
H43 -3.05961 -2.65537 7.60274
H44 -4.74932 -2.34699 7.92335
H45 -4.23748 -3.96551 7.51402
C19 1.30750 2.70540 -5.52765
C20 -0.20118 2.78664 -5.34361
O13 -0.78648 2.90217 -6.65405
P4 -2.15235 2.21324 -7.04211
O14 -2.71851 2.65909 -8.30560
O15 -1.86995 0.65775 -6.90206
C21 -1.28210 -0.05081 -8.02137
C22 -0.14196 -0.88621 -7.50186
O16 -3.05219 2.50970 -5.76706
C23 -4.38505 2.00851 -5.65010
C24 -4.35597 0.61263 -5.04805
H46 1.82515 2.44859 -4.60456
H47 1.54588 1.97871 -6.30531
H48 1.65230 3.67062 -5.90228
H49 -0.57629 1.87886 -4.85843
H50 -0.45945 3.65235 -4.73277
H51 -2.06965 -0.67664 -8.44225
H52 -0.98909 0.63723 -8.81390
H53 -0.42073 -1.81101 -7.00654
H54 0.59100 -1.09132 -8.29127
H55 0.50928 -0.29177 -6.85028
H56 -4.80181 2.65455 -4.87185
H57 -5.04154 2.04467 -6.51706
H58 -3.62050 0.55777 -4.24089
H59 -5.30415 0.23286 -4.67104
H60 -3.95444 -0.10243 -5.77231
C25 1.44277 -0.51335 -3.88370
C26 0.90640 -1.67604 -3.07443
O17 0.86748 -1.32674 -1.68007
P5 -0.19922 -2.05619 -0.74555
O18 -0.54025 -3.42197 -1.15944
O19 -1.38607 -1.02289 -0.66927
C27 -2.14826 -0.79278 -1.88966
C28 -3.59264 -0.51749 -1.59018
O20 0.53544 -1.93075 0.64782
C29 -0.24346 -1.99391 1.86867
C30 -0.92843 -3.31715 2.06362
H61 1.28231 -0.69743 -4.94153
H62 0.82162 0.35208 -3.63259
H63 2.44540 -0.30354 -3.51667
H64 -0.09409 -1.98222 -3.41671
H65 1.41091 -2.64792 -3.18005
H66 -1.62623 0.00739 -2.42016
H67 -2.07068 -1.71461 -2.47340
H68 -4.21126 -0.67792 -2.47327
H69 -3.93257 -1.14373 -0.76575
H70 -3.81998 0.51480 -1.32496
H71 0.47892 -1.78162 2.64799
H72 -1.00533 -1.21183 1.88510
H73 -1.52953 -3.21891 2.97206
H74 -1.67416 -3.61438 1.32252
H75 -0.26970 -4.18036 2.16826
C31 -2.12870 4.48267 -2.04499
C32 -3.39439 3.65593 -2.13952
O21 -3.52110 2.76578 -1.02245
P6 -4.46594 3.06854 0.22488
O22 -4.89828 4.45680 0.34648
O23 -5.60102 1.97381 0.11230
C33 -6.54952 2.10266 -0.97069
C34 -7.65695 1.10401 -0.79830
O24 -3.60537 2.54054 1.41933
C35 -2.32302 3.11841 1.69902
C36 -1.29957 2.01073 1.74476
H76 -2.27935 5.32358 -1.36334
H77 -1.25620 3.91740 -1.71977
H78 -1.90955 4.90186 -3.03039
H79 -4.26272 4.27409 -2.37528
H80 -3.30756 3.00814 -3.02182
H81 -6.86913 3.15459 -0.97013
H82 -6.10940 2.02079 -1.97774
H83 -8.48056 1.35107 -1.47123
H84 -7.36132 0.07407 -0.99489
H85 -8.06694 1.14865 0.21221
H86 -2.06121 3.94930 1.04098
H87 -2.44422 3.57672 2.68532
H88 -1.38628 1.45925 0.80528
H89 -0.29183 2.40610 1.83234
H90 -1.49429 1.36920 2.59988
C37 -1.94933 -4.23871 -4.36350
N1 -3.14932 -3.49728 -4.81448
O25 -3.37155 -3.48946 -6.00660
O26 -3.86059 -3.01259 -3.97626
H91 -1.57862 -3.79940 -3.44034
H92 -1.21436 -4.32224 -5.15127
H93 -2.27886 -5.25367 -4.13572
C38 2.83148 -5.11551 -5.38322
N2 2.24975 -3.74639 -5.57363
O27 3.02005 -2.83607 -5.79187
O28 1.04418 -3.62643 -5.62540
H94 2.69731 -5.41249 -4.34999
H95 3.82480 -5.12572 -5.80454
H96 2.16453 -5.71291 -6.00442
C39 4.98493 -2.14239 -3.34391
N3 5.70406 -0.83415 -3.53399
O29 6.47027 -0.50445 -2.66381
O30 5.53367 -0.22552 -4.55483
H97 3.94264 -1.82441 -3.35318
H98 5.22415 -2.43088 -2.32866
H99 5.27897 -2.78237 -4.16268
C40 1.37067 -4.09795 4.62953
N4 1.84397 -5.44328 4.16841
O31 3.01081 -5.57219 3.94524
O32 1.00591 -6.31383 4.04205
H100 0.29711 -4.06330 4.73686
H101 1.66940 -3.41846 3.83337
H102 1.97799 -3.93448 5.51530
C41 2.98390 -4.58481 -0.79854
N5 3.12466 -3.60817 0.30631
O33 3.51580 -2.48960 0.06810
O34 2.88922 -3.99962 1.42297
H103 1.92380 -4.79837 -0.92286
H104 3.53762 -5.49374 -0.59391
H105 3.39706 -4.07091 -1.66073

Forces on atoms 1 to 6 (eV/Å):
C -0.6844 0.0123 0.2111
C -0.1909 -0.5421 -0.1638
O -0.0894 0.8590 -0.0893
P -0.1576 -0.6753 0.5894
O -0.0219 -0.2183 -0.0634
O -0.2884 0.2038 -0.3656

Total charge: 0
SMILES string: CCOP(=O)(OCC)OCC.CCOP(=O)(OCC)OCC.CCOP(=O)(OCC)OCC.CCOP(=O)(OCC)OCC.CCOP(=O)(OCC)OCC.CCOP(=O)(OCC)OCC.C[N+](=O)[O-].C[N+](=O)[O-].C[N+](=O)[O-].C[N+](=O)[O-].C[N+](=O)[O-]
LUMO level (eV): -0.7
Kohn-Sham gap (eV): 9.54
Highest occupied orbital energy (eV): -10.281
Total energy (Ha): -6505.45011

Here is a cluster of 2 separate species, C6H8NOS2 in total at a distorted geometry from OMol25. Energies are from the ωB97M-V functional and the def2-TZVPD basis.

Cartesian coordinates (Å):
C1 -1.65774 0.17157 1.47457
C2 -2.54355 -0.80019 -0.57936
C3 1.92775 0.49371 0.54744
C4 1.18989 1.38193 -0.11693
C5 1.62976 -1.05228 0.57333
C6 0.19530 0.88010 -1.12138
N1 -2.34412 -0.08232 0.55900
O1 -1.03643 0.67622 2.30957
S1 -1.55351 -2.13142 -1.02274
S2 -3.96725 -0.54977 -1.43865
H1 2.61249 0.74100 1.35704
H2 1.33390 2.47346 -0.00750
H3 1.63162 -1.37361 1.61084
H4 2.23405 -1.56931 -0.18608
H5 0.62729 -1.10913 0.16935
H6 -0.09760 -0.15917 -0.79069
H7 0.70278 0.65386 -2.06099
H8 -0.88463 1.35536 -1.27682

Forces on atoms 1 to 6 (eV/Å):
C 0.6069 0.9417 -0.2551
C -1.2278 -2.4652 -1.6013
C -0.3311 -1.5114 1.2504
C 0.0056 0.5342 -0.2989
C -0.1382 2.5279 -1.1352
C -2.3024 -1.0793 0.1282

Total charge: -1
LUMO level (eV): 3.5
Kohn-Sham gap (eV): 6.92
Highest occupied orbital energy (eV): -3.458
Total energy (Ha): -1159.80007

Here is the molecule C4H5N from OMol25. Energies are from the ωB97M-V functional and the def2-TZVPD basis.

Cartesian coordinates (Å):
C1 2.49213 -0.33256 -0.53027
C2 1.44412 -0.85980 -0.21877
C3 0.21294 -0.93146 0.44551
C4 -1.43592 0.56357 0.47999
N1 -0.86470 -0.56016 -0.26524
H1 3.44734 0.08505 -0.72216
H2 -0.92061 0.41711 1.43638
H3 -1.06057 1.49292 0.02325
H4 -2.51490 0.56441 0.62820
H5 -0.79982 -0.43908 -1.27690

Forces on atoms 1 to 6 (eV/Å):
C -0.1864 -0.4490 0.0064
C 0.4076 -0.2070 -0.4001
C 0.2224 -0.1444 -0.3848
C -0.3286 0.1150 0.5137
N 0.7191 0.1346 0.1875
H 0.1202 0.0455 -0.0812

Total charge: 0
LUMO level (eV): 0.1
Kohn-Sham gap (eV): 8.20
Highest occupied orbital energy (eV): -8.094
Total energy (Ha): -209.98590

Here is the ion C11H11BrFN2 with charge +1 at a distorted geometry from OMol25. Energies are from the ωB97M-V functional and the def2-TZVPD basis.

Cartesian coordinates (Å):
C1 2.82972 1.44635 0.58337
C2 1.83730 0.38710 0.48890
N1 2.15572 -0.68427 -0.08277
N2 1.12719 -1.61116 -0.40478
C3 1.59667 -2.95076 -0.60412
C4 -0.14286 -1.39506 -0.47415
C5 -1.03881 -0.30998 -0.32951
C6 -2.23982 -0.35130 -1.05950
C7 -3.22871 0.64434 -0.97053
Br1 -4.92824 0.51992 -1.82478
C8 -2.90168 1.70110 -0.14407
C9 -1.69992 1.77354 0.58467
F1 -1.42206 2.87242 1.38210
C10 -0.80558 0.77172 0.57294
C11 0.52129 0.77628 1.30506
H1 2.40394 2.46172 0.41377
H2 3.18625 1.38294 1.59281
H3 3.60711 1.30652 -0.19653
H4 2.29177 -3.31273 0.15027
H5 0.73274 -3.58726 -0.60547
H6 2.16181 -3.09373 -1.63976
H7 -0.88715 -2.07150 -0.98566
H8 -2.52460 -1.16861 -1.64717
H9 -3.58615 2.47769 0.11863
H10 0.26367 0.13024 2.17820
H11 0.69039 1.88448 1.59811

Forces on atoms 1 to 6 (eV/Å):
C 0.9402 0.9686 -1.4916
C -2.7273 1.1567 1.6766
N -0.8818 -1.2736 -1.6352
N 0.1273 0.5688 1.7129
C 1.7637 -1.6039 -2.7454
C -2.2688 -0.6412 -2.1502

Total charge: +1
SMILES string: CC1=N[N+](C)=Cc2cc(Br)cc(F)c2C1
LUMO level (eV): -5.1
Kohn-Sham gap (eV): 7.90
Highest occupied orbital energy (eV): -12.999
Total energy (Ha): -3208.82044

Here is a structure of composition CH8N5O at a distorted geometry from OMol25. Energies are from the ωB97M-V functional and the def2-TZVPD basis.

Cartesian coordinates (Å):
C1 1.20753 -0.01256 0.18040
N1 1.79934 0.98706 0.73162
N2 1.81704 -0.72767 -0.78915
N3 -1.68094 0.69615 -0.68628
N4 -0.04208 -0.31140 0.72865
N5 -1.02478 0.68030 0.51013
O1 -0.93172 -1.60182 -0.02487
H1 1.37978 1.50673 1.58393
H2 2.64557 -0.28584 -1.08034
H3 1.23698 -1.51955 -1.14038
H4 -1.04278 0.88556 -1.36456
H5 -2.45004 0.09883 -0.84904
H6 -0.72190 1.57162 0.83380
H7 -1.76979 0.39357 1.25624
H8 -0.42221 -2.36098 0.10985

Forces on atoms 1 to 6 (eV/Å):
C 2.1635 2.0269 0.5572
N -0.9803 0.9322 1.0241
N -3.7833 -1.3065 1.1908
N -0.8795 2.1496 1.1168
N -1.6679 -4.6825 -0.7114
N -4.1631 -2.8077 2.4872

Total charge: +1
LUMO level (eV): -5.1
Kohn-Sham gap (eV): 8.90
Highest occupied orbital energy (eV): -13.965
Total energy (Ha): -391.46459